71
Properties=species:S:1:pos:R:3:mulliken_charge:R:1 method="wB97M-V/def2-TZVPD" multiplicity=2 s2=0.767 total_charge=+1 fmax_ev_per_a=3.59 homo_energy_ha="-0.358 / -0.355" homo_lumo_gap_ev="7.7018 / 5.9658" total_energy_ha=-2931.24539
Yb -0.9482 -1.1744 0.6116 0.162
C -1.7759 0.9877 3.3436 0.530
C -2.1384 1.7736 2.2144 0.441
C -3.8017 0.2216 2.5675 0.714
C -2.8145 0.0367 3.5617 0.731
C -3.3813 1.2862 1.7183 0.462
C -0.5799 1.1682 4.1947 -1.724
H 0.2806 1.5524 3.6270 0.302
H -0.2971 0.2083 4.6600 0.409
H -0.7591 1.8871 5.0173 0.320
C -2.8969 -0.9575 4.6652 -1.438
H -2.0773 -0.8306 5.3822 0.407
H -2.8830 -1.9981 4.2883 0.237
H -3.8346 -0.8166 5.2279 0.315
C -5.0772 -0.5252 2.4464 -1.433
H -5.6411 -0.4543 3.3908 0.308
H -4.8954 -1.5988 2.2488 0.236
H -5.7246 -0.1252 1.6526 0.404
C -4.1418 1.8616 0.5930 -1.669
H -4.8386 2.6508 0.9384 0.313
H -4.7477 1.0793 0.1078 0.420
H -3.4948 2.3164 -0.1767 0.260
C -1.3908 2.9342 1.6882 -1.250
H -1.7987 3.8618 2.1189 0.423
H -1.4837 3.0129 0.5976 0.226
H -0.3245 2.8853 1.9464 0.182
C 3.4141 -1.5799 -1.5993 -0.339
C 3.8345 -0.4308 -1.0267 -0.561
C 4.3813 0.7231 -1.8317 -1.343
C 3.6884 1.0392 -3.1657 -1.308
C 2.2091 0.7939 -3.2150 0.065
C 1.6291 -0.3611 -3.6113 0.039
C 2.3835 -1.6167 -3.9158 -1.341
C 3.6257 -1.8498 -3.0622 -1.075
H 5.4510 0.5798 -2.0392 0.370
H 4.1990 0.5310 -3.9932 0.361
H 4.3701 1.6231 -1.2099 0.400
H 4.4550 -1.2655 -3.4615 0.340
H 3.0672 -2.4356 -1.0138 0.440
H 4.0147 -0.3043 0.0444 1.186
H 3.9458 -2.8874 -3.1907 0.496
H 1.6668 -2.4416 -3.7958 0.343
H 0.5634 -0.4133 -3.8592 0.866
H 2.6979 -1.6269 -4.9739 0.394
H 3.8492 2.1122 -3.3685 0.482
H 1.6109 1.6869 -3.0531 0.130
P 1.3997 0.0812 0.9766 0.904
C 2.1768 -1.5638 1.3735 -1.437
C 2.4790 1.5051 0.8643 -0.640
P -0.9845 0.3661 -1.6056 0.989
C 0.7138 -0.3211 -0.8117 0.664
C -0.7463 1.7662 -2.7088 -1.429
C -1.5025 -1.0996 -2.5745 -1.207
H 1.4830 -2.4187 1.2043 0.416
H 2.4165 -1.5432 2.4541 0.439
H 3.1177 -1.8158 0.8529 0.420
H 3.0423 1.5820 -0.0711 -0.208
H 3.1981 1.5174 1.6991 0.473
H 1.8369 2.4001 0.9267 0.293
H -0.8558 -1.3266 -3.4264 0.401
H -2.5034 -0.9003 -2.9872 0.493
H -1.5552 -2.0175 -1.9626 0.372
H 0.7095 -1.4311 -0.9660 0.620
H 1.5820 0.0216 -1.3649 -1.492
H -1.7404 2.2060 -2.9379 0.455
H -0.2557 1.5239 -3.6642 0.477
H -0.1599 2.5311 -2.1576 0.430
O -2.3950 -2.6873 1.6710 -0.514
C -1.8648 -3.5700 0.9243 -0.006
O -0.9678 -3.3143 0.0414 -0.543
H -2.2145 -4.6107 0.9603 0.399